{"formula": "C56H154N14O14", "method": "wB97M-V/def2-TZVPD", "elements": ["C", "C", "C", "O", "C", "N", "H", "H", "H", "H", "H", "H", "H", "H", "H", "H", "H", "C", "C", "C", "O", "C", "N", "H", "H", "H", "H", "H", "H", "H", "H", "H", "H", "H", "C", "C", "C", "O", "C", "N", "H", "H", "H", "H", "H", "H", "H", "H", "H", "H", "H", "C", "C", "C", "O", "C", "N", "H", "H", "H", "H", "H", "H", "H", "H", "H", "H", "H", "C", "C", "C", "O", "C", "N", "H", "H", "H", "H", "H", "H", "H", "H", "H", "H", "H", "C", "C", "C", "O", "C", "N", "H", "H", "H", "H", "H", "H", "H", "H", "H", "H", "H", "C", "C", "C", "O", "C", "N", "H", "H", "H", "H", "H", "H", "H", "H", "H", "H", "H", "C", "C", "C", "O", "C", "N", "H", "H", "H", "H", "H", "H", "H", "H", "H", "H", "H", "C", "C", "C", "O", "C", "N", "H", "H", "H", "H", "H", "H", "H", "H", "H", "H", "H", "C", "C", "C", "O", "C", "N", "H", "H", "H", "H", "H", "H", "H", "H", "H", "H", "H", "C", "C", "C", "O", "C", "N", "H", "H", "H", "H", "H", "H", "H", "H", "H", "H", "H", "C", "C", "C", "O", "C", "N", "H", "H", "H", "H", "H", "H", "H", "H", "H", "H", "H", "C", "C", "C", "O", "C", "N", "H", "H", "H", "H", "H", "H", "H", "H", "H", "H", "H", "C", "C", "C", "O", "C", "N", "H", "H", "H", "H", "H", "H", "H", "H", "H", "H", "H"], "coordinates": [[26.059619, 21.531054, 17.707189], [24.927941, 21.417877, 18.673419], [25.358110, 20.731705, 19.938959], [24.166376, 20.255447, 20.502926], [24.368036, 19.625154, 21.744228], [24.379329, 22.751097, 18.916815], [25.744765, 22.133164, 16.829431], [26.480902, 20.598967, 17.339105], [26.839728, 22.116286, 18.191254], [24.095374, 20.861827, 18.246633], [25.896178, 21.452376, 20.554505], [25.989609, 19.880824, 19.697721], [25.149459, 20.157145, 22.311590], [24.693130, 18.607099, 21.599304], [23.456160, 19.663158, 22.316531], [23.722376, 22.725125, 19.676368], [25.125373, 23.392500, 19.164582], [17.080783, 18.283270, 12.732941], [17.488935, 16.957057, 13.297651], [17.293285, 15.838865, 12.292422], [15.913420, 15.621069, 12.065618], [15.611708, 14.412641, 11.390499], [18.867875, 17.067679, 13.751260], [16.034697, 18.322053, 12.420290], [17.664249, 18.566583, 11.842627], [17.127783, 19.052921, 13.513787], [16.857790, 16.702345, 14.139560], [17.668546, 14.971184, 12.855793], [17.853609, 15.972790, 11.366767], [14.532495, 14.335239, 11.373215], [16.059428, 13.525782, 11.894835], [16.029132, 14.443875, 10.376692], [19.528048, 17.465790, 13.091857], [19.312676, 16.207408, 14.057335], [19.705990, 25.721739, 19.523798], [20.860551, 25.151363, 18.715044], [21.004682, 23.722745, 18.993003], [21.459708, 23.504039, 20.340418], [21.195940, 22.182010, 20.775410], [20.559283, 25.297969, 17.281528], [19.723599, 26.799924, 19.229869], [19.911955, 25.580311, 20.604009], [18.729962, 25.332613, 19.215154], [21.774607, 25.643691, 18.997167], [21.658095, 23.221812, 18.255310], [20.034374, 23.231264, 18.888820], [20.161619, 21.925580, 20.678217], [21.392876, 22.173865, 21.855183], [21.929549, 21.459468, 20.360963], [21.334294, 24.919920, 16.712356], [20.444667, 26.282109, 17.079480], [17.887257, 19.211730, 16.575511], [17.242201, 19.967765, 17.736324], [18.279831, 20.550419, 18.646702], [19.310577, 19.627319, 19.020252], [20.547699, 19.814057, 18.415308], [16.377096, 21.032434, 17.329542], [18.617371, 18.441145, 16.895699], [18.321547, 19.934222, 15.872402], [17.136394, 18.689996, 15.950902], [16.677148, 19.259428, 18.368628], [17.828255, 20.906567, 19.613598], [18.739749, 21.425252, 18.154639], [20.815812, 20.872820, 18.336746], [20.470058, 19.427887, 17.368799], [21.292662, 19.222374, 18.930851], [16.948922, 21.712900, 16.850525], [15.605927, 20.704393, 16.774188], [20.951592, 13.936150, 17.879549], [20.548545, 15.134943, 16.985094], [21.794436, 15.980810, 16.882983], [22.179438, 16.533559, 18.122535], [23.291592, 17.442983, 17.941530], [20.166638, 14.658471, 15.698796], [21.344790, 14.301991, 18.824821], [21.733776, 13.323450, 17.398157], [20.068929, 13.347567, 18.020221], [19.771875, 15.685555, 17.507154], [21.645454, 16.714299, 16.097160], [22.633408, 15.298958, 16.649977], [24.033290, 16.870271, 17.412026], [23.627087, 17.723108, 18.912772], [23.004745, 18.389416, 17.380001], [19.373939, 14.043460, 15.905811], [20.841153, 13.948487, 15.353032], [15.071413, 21.957388, 12.376514], [15.247868, 22.815814, 13.608322], [16.746563, 22.906400, 13.915798], [16.804545, 23.497451, 15.200811], [18.099877, 23.727344, 15.616961], [14.682641, 24.138150, 13.412908], [15.238119, 20.923283, 12.608920], [15.793228, 22.233792, 11.591235], [14.064971, 22.062107, 12.024838], [14.832179, 22.349255, 14.537392], [17.338569, 23.400479, 13.122519], [17.080638, 21.850689, 13.960838], [18.619883, 22.762467, 15.895043], [18.096623, 24.327622, 16.486239], [18.720261, 24.200174, 14.830159], [15.157980, 24.685510, 12.720476], [14.766453, 24.690911, 14.253761], [15.689326, 24.050550, 20.662751], [14.621644, 23.422249, 19.798930], [14.766112, 24.034564, 18.428254], [14.712254, 25.492345, 18.506616], [15.342700, 26.130178, 17.411681], [14.732410, 21.980776, 19.763455], [15.605377, 25.140804, 20.654374], [16.673253, 23.748893, 20.218497], [15.644364, 23.619458, 21.681308], [13.655641, 23.691914, 20.166993], [14.072359, 23.692127, 17.678418], [15.770910, 23.774277, 18.086414], [15.693490, 27.141342, 17.700670], [14.663477, 26.317609, 16.582365], [16.204294, 25.545213, 17.091509], [13.915710, 21.573257, 19.342030], [15.516229, 21.814375, 19.093911], [22.245326, 15.864145, 11.092469], [21.169061, 16.900756, 10.679870], [21.652153, 18.218869, 11.160476], [21.870349, 18.142521, 12.575301], [22.243196, 19.420949, 13.148453], [21.016895, 16.979287, 9.239906], [23.218360, 16.115649, 10.731609], [21.985062, 14.882950, 10.723992], [22.376851, 15.831668, 12.164796], [20.275837, 16.650153, 11.238155], [20.824784, 18.942908, 11.084330], [22.505701, 18.519201, 10.532635], [23.273054, 19.612110, 12.887461], [22.227761, 19.251311, 14.224964], [21.581742, 20.257602, 12.834874], [21.820438, 16.470504, 8.938296], [20.226086, 16.471748, 8.871891], [15.685682, 18.758362, 24.569714], [15.745327, 19.807492, 23.476769], [17.191628, 19.865701, 22.924357], [18.075961, 20.383535, 23.952511], [19.130876, 20.995921, 23.239988], [14.862990, 19.427674, 22.298858], [16.501331, 18.894655, 25.258169], [15.788529, 17.781584, 24.082935], [14.743350, 18.751467, 25.153354], [15.494750, 20.808612, 23.808631], [17.192632, 20.460434, 22.039396], [17.596793, 18.895009, 22.654213], [19.743506, 20.361740, 22.607834], [19.813191, 21.347003, 24.020099], [18.768891, 21.786829, 22.592705], [14.725645, 20.299984, 21.808703], [13.957065, 19.149325, 22.658588], [10.545735, 20.682662, 17.798803], [11.789334, 19.908168, 17.375251], [12.592983, 20.822819, 16.418323], [13.692003, 20.146948, 15.801043], [13.236671, 19.069254, 14.988411], [12.697587, 19.582379, 18.491085], [10.876167, 21.568814, 18.339136], [9.849182, 20.077100, 18.387456], [10.068245, 21.096929, 16.905476], [11.448098, 19.003190, 16.882202], [13.050347, 21.617380, 17.020649], [12.008524, 21.287424, 15.649063], [14.072640, 18.799360, 14.335322], [12.374373, 19.363308, 14.374554], [13.001310, 18.152935, 15.578105], [13.369743, 18.882401, 18.199814], [12.175558, 19.182145, 19.280515], [9.713142, 25.389283, 18.205914], [11.225151, 25.428441, 17.824233], [11.353865, 25.533845, 16.341163], [11.058464, 24.281904, 15.840365], [11.331075, 24.138968, 14.432566], [11.776279, 26.563512, 18.450754], [9.189962, 26.244880, 17.761222], [9.525429, 25.204561, 19.267001], [9.211806, 24.571616, 17.664441], [11.656812, 24.443570, 18.080812], [12.389442, 25.767064, 16.047847], [10.688652, 26.278650, 15.863438], [10.897072, 25.005811, 13.921033], [10.891840, 23.223647, 14.048354], [12.405803, 24.134302, 14.241028], [12.775802, 26.534452, 18.546390], [11.315870, 26.840868, 19.273686], [21.843069, 22.025851, 15.890998], [22.924046, 22.902407, 15.314075], [22.431187, 23.460143, 13.982292], [22.203810, 22.406103, 13.082048], [21.925936, 22.957874, 11.817728], [23.208967, 24.038889, 16.127603], [21.698700, 21.186549, 15.197357], [20.914747, 22.497106, 16.147166], [22.266790, 21.462552, 16.759651], [23.782449, 22.272293, 15.140991], [23.138492, 24.165011, 13.538466], [21.466668, 23.964549, 14.171028], [22.764928, 23.572738, 11.419104], [20.982073, 23.502176, 11.905339], [21.685006, 22.124171, 11.151792], [24.067502, 24.431854, 15.768883], [23.422952, 23.728663, 17.076510], [18.203780, 10.206054, 13.754249], [18.143773, 11.058820, 15.033089], [17.176327, 12.156828, 14.770568], [17.105472, 13.074070, 15.827398], [16.099966, 14.010503, 15.722543], [17.662574, 10.326785, 16.118682], [19.106497, 9.599122, 13.858968], [18.269252, 10.794711, 12.820384], [17.301738, 9.568258, 13.774041], [19.137023, 11.513608, 15.243368], [16.176052, 11.684806, 14.690127], [17.379693, 12.750024, 13.854536], [16.303438, 14.755282, 14.937376], [16.002813, 14.445361, 16.695503], [15.104571, 13.634042, 15.533717], [18.124967, 9.446039, 16.270025], [17.384737, 10.879264, 16.890124], [15.360549, 16.738044, 18.400219], [16.392050, 15.862068, 19.172781], [17.524755, 16.704138, 19.746611], [18.429295, 15.918319, 20.414638], [19.632512, 16.563951, 20.768368], [15.708650, 15.189703, 20.292393], [14.976027, 17.461463, 19.119064], [14.523222, 16.151939, 18.018754], [15.866771, 17.273691, 17.595552], [16.845120, 15.126831, 18.478920], [17.103902, 17.468053, 20.407821], [18.001725, 17.259093, 18.914715], [20.311119, 16.727628, 19.904068], [20.159391, 15.953146, 21.498405], [19.406552, 17.565452, 21.147146], [15.331660, 15.858459, 20.936968], [16.357204, 14.611182, 20.816779]], "atomic_forces_ev_per_a": [[0.21, 0.99, -1.07], [-0.43, 0.38, -0.26], [-0.55, -0.50, -0.83], [-0.33, 0.29, 0.70], [0.60, 0.62, 0.22], [0.24, 0.18, -0.41], [0.12, -0.38, 0.38], [-0.09, -0.15, 0.20], [0.40, -0.04, -0.02], [0.04, -0.42, -0.09], [0.06, -0.04, 0.44], [0.48, -0.22, 0.06], [-0.20, -0.15, 0.00], [0.10, -0.57, 0.03], [-0.40, -0.11, 0.09], [-0.36, 0.13, 0.37], [-0.03, 0.04, 0.12], [-0.86, 1.07, -0.03], [0.72, 0.31, -0.80], [-0.35, -1.01, 1.04], [-0.14, 0.12, -0.04], [0.87, 0.11, 0.23], [0.47, -0.14, 0.23], [-0.04, -0.42, -0.11], [0.11, -0.03, 0.40], [0.46, 0.02, -0.24], [-0.17, 0.05, 0.39], [0.31, -0.34, -0.53], [0.10, 0.10, -0.19], [-0.13, -0.14, -0.12], [-0.30, 0.45, -0.07], [-0.21, -0.08, -0.08], [-0.37, 0.28, -0.16], [-0.37, -0.19, 0.32], [0.67, 1.34, -0.16], [-1.04, 0.39, -0.63], [0.33, -2.16, 0.49], [-0.13, 0.09, -0.75], [1.58, 0.33, 1.06], [0.30, -0.40, 0.04], [-0.38, -0.46, 0.79], [-0.39, 0.26, -0.61], [0.25, -0.24, 0.14], [0.61, 0.43, 0.25], [0.10, 0.17, 0.43], [-0.29, 0.00, -0.09], [-0.65, -0.44, -0.60], [0.01, 0.12, -0.09], [-0.75, 0.14, -0.20], [-0.32, 0.52, 0.35], [0.05, 0.03, -0.21], [-0.31, -0.50, -0.49], [0.00, -1.58, 0.36], [0.95, 0.61, 1.27], [-0.95, 0.17, 0.79], [-0.28, -0.23, -1.82], [0.18, 0.46, 0.49], [-0.29, 0.57, -0.23], [0.42, -0.12, 0.21], [0.09, 0.12, 0.45], [-0.02, 0.15, -0.35], [0.16, -0.23, -0.92], [-0.01, -0.04, 0.06], [0.14, -0.11, 0.26], [0.44, 0.24, 0.40], [0.16, 0.05, 0.29], [-0.42, 0.26, -0.50], [-0.25, 0.06, -0.44], [0.06, 0.66, -0.09], [2.20, -0.98, 1.89], [0.57, -0.38, -0.10], [-0.04, 1.48, 0.09], [-1.72, -0.14, -0.70], [-0.91, -1.19, -1.27], [-0.10, -0.17, 0.23], [-0.29, 0.27, 0.02], [-0.44, -0.66, 0.41], [-0.39, 0.19, -0.31], [0.21, 0.48, -0.16], [-0.21, 0.14, -0.78], [0.75, 0.17, -0.35], [0.32, 0.18, 0.75], [0.22, -1.15, 0.41], [-0.32, 0.31, -0.48], [-0.09, 0.88, 0.34], [0.19, 0.25, 0.06], [1.23, 0.29, 0.18], [-0.95, -1.36, 0.53], [-0.16, 0.22, -0.84], [1.59, -1.22, -0.39], [-0.93, 0.17, 0.47], [0.15, -0.63, 0.14], [-0.34, 0.06, 0.12], [-0.53, 0.05, -0.45], [-0.15, 0.34, -0.90], [-0.23, 0.30, 0.44], [0.41, 0.27, 0.15], [-0.31, 0.62, -0.28], [0.03, 0.78, 0.87], [-0.22, -0.01, 0.32], [0.36, -0.10, -0.63], [0.01, -0.09, 0.33], [0.79, -0.74, 0.37], [-0.22, 0.69, -0.08], [0.83, 1.38, -0.34], [-0.06, -0.61, -0.11], [0.23, 0.57, 0.38], [1.38, 0.20, -0.35], [0.11, -0.27, 0.21], [-0.49, 0.35, 0.42], [0.05, 0.41, -0.40], [-0.86, 0.20, 0.51], [-0.58, -0.30, -0.24], [0.13, -0.11, -0.25], [-0.14, -0.58, 0.25], [-0.21, -0.37, -0.30], [0.05, 0.04, -0.25], [-0.33, -0.38, -0.24], [-0.78, -0.54, 0.57], [-0.94, -0.02, 0.20], [1.07, -1.06, 0.98], [-1.03, 1.28, 1.15], [0.52, 0.73, -0.27], [-0.49, -1.17, -0.33], [-0.18, -0.05, -0.04], [0.72, 0.39, -0.69], [-0.10, -0.41, -0.07], [-0.29, -0.10, 0.32], [-0.53, -0.09, -0.27], [0.31, 0.19, -0.71], [0.10, 0.20, 0.51], [0.37, 0.46, -0.29], [-0.27, 0.23, 0.01], [0.37, -0.70, 0.26], [0.51, -0.14, -1.03], [-0.24, -0.04, 0.21], [-0.85, -0.15, -0.11], [0.38, -1.01, -1.40], [-0.66, -0.52, 1.87], [-0.43, 0.00, -1.93], [0.76, 0.36, 1.44], [0.89, 0.28, 1.28], [0.34, 0.04, 0.32], [0.03, 0.04, 0.16], [0.37, 0.12, -0.39], [-0.02, 0.20, 0.41], [0.11, 0.83, -0.67], [-0.34, -0.48, -0.17], [-0.19, -0.84, -0.22], [-0.03, 0.47, -0.27], [-0.09, 0.50, 0.08], [-0.23, 0.11, -0.64], [-0.06, 0.01, 0.02], [0.56, 0.27, -0.05], [0.33, 0.73, -0.18], [0.77, -0.69, 0.83], [-0.44, -0.38, -0.07], [0.65, -0.39, 0.09], [-0.79, -0.01, 0.44], [-0.15, 0.00, 0.45], [0.10, 0.23, -0.08], [-0.24, -0.36, 0.10], [0.00, -0.17, -0.41], [-0.16, -0.10, -0.04], [-0.71, 0.16, -0.50], [-0.15, 0.09, -0.02], [0.09, -0.07, 0.13], [-0.05, 0.63, -0.25], [0.08, 0.05, 0.00], [0.28, 0.17, -0.47], [-0.02, -1.00, -1.32], [-2.11, -0.48, 0.55], [0.57, 0.24, -1.04], [-0.43, -1.95, -1.43], [-0.04, 0.83, 0.87], [1.10, 0.87, -0.65], [0.27, 0.36, 0.74], [0.09, 0.47, -0.08], [0.39, -0.15, 0.24], [0.15, 0.28, 0.24], [0.06, 0.36, 0.23], [0.17, 0.12, 0.44], [-0.04, -0.14, -0.24], [-0.16, -0.09, 0.22], [0.02, -0.02, -0.01], [0.25, -0.07, 0.26], [-0.36, 0.22, 1.07], [1.39, -2.15, 0.48], [-1.25, 0.03, -1.05], [-0.35, -0.42, 0.42], [0.59, 0.25, -0.33], [-0.52, -0.66, -0.29], [0.45, 0.46, 0.89], [-0.47, 0.45, -0.09], [-0.42, 0.39, 0.08], [-0.44, 0.76, -0.14], [0.57, -0.36, -0.22], [0.13, 0.20, 0.13], [0.28, 0.24, -0.02], [-0.60, -0.30, 0.23], [0.16, 0.62, -0.24], [0.41, 0.07, -0.11], [0.14, 0.47, 0.13], [0.12, 0.04, 0.04], [0.17, -0.16, 0.62], [0.95, 1.30, -1.47], [-1.41, 1.04, -0.77], [0.94, -0.80, 0.88], [-0.45, 0.88, -0.26], [-0.60, -1.68, -0.03], [-0.20, -0.30, -0.40], [-0.05, -0.24, 0.55], [0.46, 0.19, -0.33], [-0.12, -0.06, -0.32], [0.24, 0.09, -0.34], [0.13, -0.54, 0.07], [0.06, 0.01, 0.23], [0.18, 0.75, 0.42], [-0.33, -0.80, -0.39], [0.00, 0.19, 0.57], [0.09, 0.15, 0.96], [0.92, -0.38, 0.72], [-0.41, 0.15, 0.52], [-0.43, 1.35, -1.67], [0.79, -1.31, 0.51], [0.19, 0.59, -0.63], [-0.01, -1.01, -0.89], [-0.15, 0.21, -0.03], [0.17, -0.09, 0.00], [-0.15, -0.01, -0.10], [-0.31, 0.06, 0.50], [-0.15, 0.18, 0.21], [0.13, -0.11, 0.18], [-0.40, -0.25, 0.16], [-0.16, 0.03, 0.10], [0.11, -0.01, 0.35], [-0.14, 0.51, 0.21], [0.03, 0.13, -0.14]], "homo_lumo_gap_ev": 9.058, "lumo_energy_ev": 0.50, "fmax_ev_per_a": 3.1, "relative_energy_kj_mol": 179.6, "spin_multiplicity": 1}